# 1
# C5H7N2

A gas-phase ion, C5H7N2 (charge +1) at a distorted geometry (the ωB97M-V functional and the def2-TZVPD basis, OMol25).

Values from the calculation:
Kohn-Sham gap (alpha / beta) = 7.88 / 8.12 eV
⟨S²⟩ = 2.013
ΔE to the lowest compared entry with this formula, charge and spin = 1.6323 eV
E_tot = -8266.806 eV

ORCA input file:
```
! wB97M-V def2-TZVPD RIJCOSX def2/J DEFGRID3
* xyz 1 3
N -0.443 -0.305 0.832
N 0.179 0.921 0.588
C 0.238 -0.186 -1.357
C -0.410 -1.048 -0.332
C -0.560 -2.352 -0.588
C 0.408 1.848 1.490
C 0.507 1.035 -0.774
H -0.522 -2.768 -1.551
H -0.968 -0.275 1.690
H -0.773 -3.004 0.155
H 0.815 2.613 0.937
H 1.118 1.907 -1.183
H 0.364 -0.485 -2.353
H 0.048 2.098 2.445
*
```

=====

# 2
# C5H7N3

A single C5H7N3 molecule at a distorted geometry (the ωB97M-V functional and the def2-TZVPD basis, OMol25).

Values from the calculation:
Kohn-Sham gap = 10.01 eV
SMILES = N#CNC1=NCCC1
ΔE to the lowest compared entry with this formula, charge and spin = 2.2903 eV
E_tot = -9767.097 eV

ORCA input file:
```
! wB97M-V def2-TZVPD RIJCOSX def2/J DEFGRID3
* xyz 0 1
N 0.817 -3.081 1.954
N 1.557 -0.005 0.234
N -0.286 -1.238 0.640
C 1.903 1.389 0.198
C 0.626 2.142 0.088
C -0.379 1.158 0.593
C 0.362 -0.159 0.443
C 0.325 -2.249 1.303
H 0.455 2.361 -1.012
H -1.356 -1.168 0.688
H 0.676 3.069 0.697
H 2.565 1.545 -0.750
H -0.457 1.295 1.712
H 2.491 1.722 1.090
H -1.361 1.155 0.060
*
```

=====

# 3
# C5H7N3

A single C5H7N3 molecule at a distorted geometry (the ωB97M-V functional and the def2-TZVPD basis, OMol25).

Values from the calculation:
Kohn-Sham gap = 10.45 eV
SMILES = c1cnn(C2CC2)n1
ΔE to the lowest compared entry with this formula, charge and spin = 4.9459 eV
E_tot = -9764.442 eV

ORCA input file:
```
! wB97M-V def2-TZVPD RIJCOSX def2/J DEFGRID3
* xyz 0 1
N -1.206 0.952 0.692
N -1.177 -1.201 0.192
N -0.756 0.040 -0.024
C 1.651 0.918 -0.571
C -1.702 -1.166 1.448
C -1.802 0.308 1.654
C 1.434 -0.459 -1.384
C 0.219 0.504 -0.968
H 2.110 1.792 -1.122
H 2.023 0.518 0.539
H -2.063 0.616 2.716
H 1.574 -1.194 -0.724
H -1.970 -2.065 1.891
H -0.135 1.093 -1.948
H 1.799 -0.657 -2.391
*
```

=====

# 4
# C5H7N3

A molecular structure, C5H7N3 at a distorted geometry (the ωB97M-V functional and the def2-TZVPD basis, OMol25).

Values from the calculation:
Kohn-Sham gap = 10.54 eV
ΔE to the lowest compared entry with this formula, charge and spin = 4.9719 eV
E_tot = -9764.416 eV

ORCA input file:
```
! wB97M-V def2-TZVPD RIJCOSX def2/J DEFGRID3
* xyz 0 1
N 2.456 -1.864 -0.354
N -1.789 -1.841 -0.363
N -0.538 -0.048 0.757
C 0.574 1.567 -0.177
C -0.743 0.837 -0.360
C -1.003 -1.407 0.631
C 1.912 -0.813 -0.097
C 0.901 0.285 0.640
H -1.709 1.481 -0.503
H -0.330 -2.082 1.194
H -0.929 0.251 -1.251
H 1.693 0.346 1.500
H 0.639 2.419 0.506
H 0.897 1.721 -1.168
H -2.029 -0.852 -0.956
*
```

=====

# 5
# C5H7N3

2 unconnected molecules or ions with the total composition C5H7N3 at a distorted geometry (the ωB97M-V functional and the def2-TZVPD basis, OMol25).

Values from the calculation:
Kohn-Sham gap = 10.20 eV
SMILES = c1cn[nH]c1.CC#N
ΔE to the lowest compared entry with this formula, charge and spin = 2.3260 eV
E_tot = -9767.062 eV

ORCA input file:
```
! wB97M-V def2-TZVPD RIJCOSX def2/J DEFGRID3
* xyz 0 1
N 0.540 -0.553 0.817
N -1.393 1.664 -0.051
N 0.989 0.700 0.915
C -1.876 0.630 0.023
C 1.228 -1.104 -0.224
C 2.165 -0.220 -0.689
C -2.564 -0.622 0.045
C 1.982 0.961 0.034
H 2.926 -0.222 -1.424
H 0.587 1.466 1.372
H 1.162 -2.121 -0.660
H -3.437 -0.481 0.690
H 2.449 1.897 -0.047
H -1.811 -1.344 0.105
H -2.948 -0.651 -0.905
*
```

=====

# 6
# C5H7N3

A molecular structure, C5H7N3 at a distorted geometry (the ωB97M-V functional and the def2-TZVPD basis, OMol25).

Values from the calculation:
Kohn-Sham gap = 10.71 eV
ΔE to the lowest compared entry with this formula, charge and spin = 6.1881 eV
E_tot = -9763.200 eV

ORCA input file:
```
! wB97M-V def2-TZVPD RIJCOSX def2/J DEFGRID3
* xyz 0 1
N -2.079 0.083 0.806
N -0.346 1.033 -0.667
N -0.435 -2.643 -1.132
C -1.072 0.836 0.584
C 1.050 0.589 -0.342
C -0.254 -1.491 -1.192
C 1.142 -0.163 1.071
C 0.103 -0.038 -1.368
H -0.651 1.829 1.249
H 0.357 0.295 -2.415
H 1.700 -1.363 1.159
H -2.331 -0.500 -0.086
H -0.175 -0.365 1.248
H 1.718 1.349 -0.801
H 1.274 0.549 1.888
*
```

=====

# 7
# C5H7N3

2 unconnected molecules or ions with the total composition C5H7N3 at a distorted geometry (the ωB97M-V functional and the def2-TZVPD basis, OMol25).

Values from the calculation:
Kohn-Sham gap = 10.37 eV
SMILES = c1cn[nH]c1.CC#N
ΔE to the lowest compared entry with this formula, charge and spin = 2.4274 eV
E_tot = -9766.960 eV

ORCA input file:
```
! wB97M-V def2-TZVPD RIJCOSX def2/J DEFGRID3
* xyz 0 1
N 1.752 2.282 0.459
N -1.194 0.985 -0.737
N -0.924 -0.214 -1.065
C 1.893 1.227 0.075
C -2.086 -0.222 0.807
C -1.967 1.055 0.338
C -1.491 -0.970 -0.137
C 2.169 -0.109 -0.242
H 1.739 -0.323 -1.211
H 3.236 -0.191 -0.475
H 1.710 -0.658 0.612
H -2.129 1.973 0.975
H -0.877 1.646 -1.454
H -2.586 -0.501 1.727
H -1.423 -2.051 0.094
*
```

=====

# 8
# C5H7N3O

A single C5H7N3O molecule at a distorted geometry (the ωB97M-V functional and the def2-TZVPD basis, OMol25).

Values from the calculation:
Kohn-Sham gap = 8.53 eV
SMILES = NC1=N[C@@H]1[C@]1(N)CC1=O
ΔE to the lowest compared entry with this formula, charge and spin = 4.8010 eV
E_tot = -11811.589 eV

ORCA input file:
```
! wB97M-V def2-TZVPD RIJCOSX def2/J DEFGRID3
* xyz 0 1
O 1.348 0.976 -1.383
N -0.120 -1.558 1.239
N 2.064 -1.577 0.206
N -1.502 1.889 0.210
C 0.343 0.444 -0.967
C -0.831 0.648 0.032
C -0.256 -0.123 1.151
C -0.973 -0.143 -1.266
C 0.840 -1.158 0.488
H -0.061 0.453 2.059
H -0.901 2.603 0.602
H 2.631 -1.028 -0.422
H -1.501 0.426 -2.023
H 2.422 -2.447 0.574
H -2.342 1.805 0.770
H -1.160 -1.211 -1.270
*
```

=====

# 9
# C5H7N3O

A single C5H7N3O molecule at a distorted geometry (the ωB97M-V functional and the def2-TZVPD basis, OMol25).

Values from the calculation:
Kohn-Sham gap = 9.76 eV
SMILES = C=NN[C@H]1[C@@H](O)[C@H]1C#N
ΔE to the lowest compared entry with this formula, charge and spin = 3.4130 eV
E_tot = -11812.977 eV

ORCA input file:
```
! wB97M-V def2-TZVPD RIJCOSX def2/J DEFGRID3
* xyz 0 1
O 0.294 0.839 2.077
N 2.776 -0.536 -0.057
N -0.698 -0.464 -0.010
N -0.533 -1.244 -1.107
C 0.085 1.598 0.976
C 1.045 1.406 -0.175
C 2.073 0.384 -0.122
C -0.897 -2.466 -1.094
C -0.395 0.875 -0.231
H -1.127 1.381 -0.877
H -0.192 2.644 1.156
H -0.190 0.011 1.971
H -1.289 -2.984 -0.279
H -0.747 -2.997 -2.043
H 1.270 2.249 -0.832
H -1.476 -0.695 0.648
*
```

=====

# 10
# C5H7N3O

A single C5H7N3O molecule at a distorted geometry (the ωB97M-V functional and the def2-TZVPD basis, OMol25).

Values from the calculation:
Kohn-Sham gap = 9.41 eV
SMILES = CC(=O)Nc1ncc[nH]1
ΔE to the lowest compared entry with this formula, charge and spin = 1.5418 eV
E_tot = -11814.848 eV

ORCA input file:
```
! wB97M-V def2-TZVPD RIJCOSX def2/J DEFGRID3
* xyz 0 1
O 2.355 1.903 1.018
N -0.461 -0.643 -0.827
N 0.384 1.319 0.231
N -1.943 0.933 -0.181
C -1.742 -1.157 -1.182
C 1.545 1.010 0.789
C 1.856 -0.431 1.126
C -2.599 -0.193 -0.782
C -0.673 0.586 -0.252
H 0.570 -0.971 -1.094
H 2.702 -0.515 1.617
H 2.148 -0.988 0.356
H 1.122 -0.974 1.634
H 0.154 2.286 -0.018
H -1.627 -2.097 -1.428
H -3.791 -0.067 -1.007
*
```

=====

# 11
# C5H7N3O3

2 unconnected molecules or ions with the total composition C5H7N3O3 at a distorted geometry (the ωB97M-V functional and the def2-TZVPD basis, OMol25).

Values from the calculation:
Kohn-Sham gap = 9.86 eV
SMILES = C=C1COCO1.c1nnno1
ΔE to the lowest compared entry with this formula, charge and spin = 4.6077 eV
E_tot = -15906.836 eV

ORCA input file:
```
! wB97M-V def2-TZVPD RIJCOSX def2/J DEFGRID3
* xyz 0 1
O -0.064 1.326 -2.565
O 0.653 0.322 1.003
O -1.082 -0.308 2.351
N 0.168 1.841 -3.857
N 1.401 2.126 -3.872
N 1.991 1.915 -2.730
C -0.033 -0.733 0.307
C 0.240 0.373 2.340
C -0.987 -1.158 1.322
C 1.064 1.435 -1.923
C -1.571 -2.318 1.224
H -0.026 1.436 2.535
H 1.007 1.206 -0.860
H 0.819 -0.155 3.085
H 0.637 -1.542 -0.004
H -2.369 -2.565 1.870
H -1.352 -2.954 0.352
H -0.498 -0.247 -0.579
*
```

=====

# 12
# C5H7N3O6

2 unconnected molecules or ions with the total composition C5H7N3O6 at a distorted geometry (the ωB97M-V functional and the def2-TZVPD basis, OMol25).

Values from the calculation:
Kohn-Sham gap = 10.41 eV
SMILES = O=c1nc(O)[nH]c(=O)[nH]1.O=C(O)CO
ΔE to the lowest compared entry with this formula, charge and spin = 0.0000 eV
E_tot = -22055.211 eV

ORCA input file:
```
! wB97M-V def2-TZVPD RIJCOSX def2/J DEFGRID3
* xyz 0 1
O -1.767 0.353 2.517
O 0.702 -2.757 -3.471
O -1.173 2.353 0.784
O 1.022 2.245 1.323
O -1.546 -1.582 0.260
O 2.087 0.764 -0.893
N 1.333 -0.861 -2.249
N 0.136 -0.239 -0.395
N -0.544 -1.986 -1.710
C -0.706 -1.275 -0.561
C 0.468 -1.936 -2.625
C 1.192 -0.155 -1.133
C -0.606 1.064 2.725
C -0.155 1.949 1.517
H 2.185 -0.825 -2.653
H -0.987 2.428 -0.130
H -0.835 1.649 3.646
H 0.215 0.426 3.025
H -1.397 -2.604 -1.783
H 1.954 1.222 0.046
H -1.579 -0.233 1.760
*
```

=====

# 13
# C5H7NO

A single C5H7NO molecule at a distorted geometry (the ωB97M-V functional and the def2-TZVPD basis, OMol25).

Values from the calculation:
Kohn-Sham gap = 9.11 eV
SMILES = CC1=CNC(=O)C1
ΔE to the lowest compared entry with this formula, charge and spin = 0.3987 eV
E_tot = -8835.804 eV

ORCA input file:
```
! wB97M-V def2-TZVPD RIJCOSX def2/J DEFGRID3
* xyz 0 1
O 0.605 2.164 2.072
N -0.447 0.114 1.761
C 0.001 -1.019 -1.751
C -0.597 -0.800 0.725
C 0.561 0.941 -0.101
C -0.033 -0.354 -0.416
C 0.264 1.253 1.347
H -0.585 -0.469 -2.496
H 1.580 1.146 -0.410
H -0.763 -0.007 2.711
H -0.087 1.880 -0.476
H -0.395 -2.037 -1.709
H -1.127 -1.729 0.887
H 1.022 -1.082 -2.144
*
```

=====

# 14
# C5H7NO

2 unconnected molecules or ions with the total composition C5H7NO (the ωB97M-V functional and the def2-TZVPD basis, OMol25).

Values from the calculation:
Kohn-Sham gap = 9.84 eV
SMILES = C=C=C1[C@H]2N[C@@H]12.O
ΔE to the lowest compared entry with this formula, charge and spin = 6.0370 eV
E_tot = -8830.166 eV

ORCA input file:
```
! wB97M-V def2-TZVPD RIJCOSX def2/J DEFGRID3
* xyz 0 1
O 0.813 -1.883 -0.533
N -2.015 0.417 1.180
C -1.523 1.413 0.240
C -1.337 -0.046 -0.014
C 2.134 0.163 -0.439
C -0.184 0.951 -0.004
C 1.105 0.926 -0.149
H 2.424 -0.044 -1.464
H -1.885 -0.540 -0.810
H -2.174 2.021 -0.363
H 2.722 -0.313 0.341
H 1.190 -2.162 0.306
H -1.389 0.346 1.981
H 0.117 -1.250 -0.273
*
```

=====

# 15
# C5H7NO

A single C5H7NO molecule at a distorted geometry (the ωB97M-V functional and the def2-TZVPD basis, OMol25).

Values from the calculation:
Kohn-Sham gap = 10.11 eV
SMILES = C=C(O)[C@@H](C)C#N
ΔE to the lowest compared entry with this formula, charge and spin = 0.9864 eV
E_tot = -8835.216 eV

ORCA input file:
```
! wB97M-V def2-TZVPD RIJCOSX def2/J DEFGRID3
* xyz 0 1
O 0.858 -1.588 0.551
N -0.781 2.411 -1.388
C 0.834 -0.351 -0.021
C -0.580 -0.041 -0.473
C 1.899 0.435 -0.165
C -0.680 1.327 -0.998
C -1.612 -0.261 0.646
H -0.814 -0.726 -1.299
H 1.827 1.408 -0.635
H -2.623 -0.072 0.274
H 2.877 0.111 0.182
H -1.549 -1.291 0.999
H 1.761 -1.774 0.842
H -1.417 0.413 1.485
*
```

=====

# 16
# C5H7NO

A single C5H7NO molecule at a distorted geometry (the ωB97M-V functional and the def2-TZVPD basis, OMol25).

Values from the calculation:
Kohn-Sham gap = 8.66 eV
SMILES = Cc1c[nH]cc1O
ΔE to the lowest compared entry with this formula, charge and spin = 0.6923 eV
E_tot = -8835.511 eV

ORCA input file:
```
! wB97M-V def2-TZVPD RIJCOSX def2/J DEFGRID3
* xyz 0 1
O -1.755 1.293 0.537
N -0.224 -1.063 -1.630
C 0.781 -0.834 -0.754
C -0.926 0.451 -0.147
C -1.249 -0.176 -1.336
C 0.333 -0.026 0.274
C 1.051 0.340 1.532
H 1.732 -1.326 -0.854
H 1.156 1.423 1.626
H -2.013 0.054 -2.052
H 0.516 -0.029 2.410
H -1.319 1.538 1.361
H -0.130 -1.554 -2.503
H 2.049 -0.092 1.537
*
```

=====

# 17
# C5H7NO

A single C5H7NO molecule (the ωB97M-V functional and the def2-TZVPD basis, OMol25).

Values from the calculation:
Kohn-Sham gap (alpha / beta) = 7.82 / 7.82 eV
ΔE to the lowest compared entry with this formula, charge and spin = 6.9297 eV
E_tot = -8829.273 eV

ORCA input file:
```
! wB97M-V def2-TZVPD RIJCOSX def2/J DEFGRID3
* xyz 0 1
O 2.391 0.396 1.130
N -2.336 -0.644 0.357
C 2.452 -0.524 0.028
C 1.202 -0.761 -0.740
C 0.098 -0.138 -0.392
C -2.501 0.698 -0.267
C -1.254 -0.052 -0.216
H -0.046 0.671 0.482
H 3.256 -0.222 -0.664
H 2.767 -1.491 0.449
H -2.698 -1.475 -0.102
H -2.987 0.771 -1.241
H -2.728 1.494 0.440
H 2.383 1.278 0.737
*
```